84
Properties=species:S:1:pos:R:3:forces:R:3:mulliken_charge:R:1 method="wB97M-V/def2-TZVPD" relative_energy_kj_mol=388.3 charge=+1 total_energy_ha=-2817.9478 largest_force_ha_per_bohr=0.17592
C 6.93237 -2.46331 -0.31050 0.2 -1.2 0.0 -0.9729
C 5.73371 -3.50944 -0.78386 -0.2 1.2 0.0 -0.4556
C 4.31152 -2.69793 -0.67480 -0.7 0.3 -1.5 -0.4090
C 2.98171 -3.71199 -0.61317 3.3 -1.0 1.8 -0.0803
O 2.26263 -3.64298 -1.87237 2.8 -1.1 1.2 -0.5251
N 1.10771 -2.96863 -1.83374 -1.5 0.2 0.2 1.1441
C 1.12961 -1.63032 -1.15382 0.7 3.3 1.8 -0.7119
C -0.11879 -0.62647 -1.49361 -0.7 1.1 0.6 -0.4736
C 0.39358 0.68168 -2.40218 1.1 -1.0 0.0 -0.4698
O -0.71414 1.52050 -2.88605 1.2 -2.3 -0.6 -0.3790
C 0.01318 -3.91746 -1.47115 -2.5 -2.6 0.6 -0.8675
C -0.73036 -3.76699 -0.04678 -0.7 -0.9 0.8 -0.0220
C -0.06423 -4.67572 1.19071 1.6 -5.0 0.0 0.1407
N 0.36260 -3.90167 2.43081 -2.3 -1.0 -2.7 -0.4349
O 0.12006 -6.02133 1.08531 -1.4 8.9 0.5 -0.5795
P 0.80332 -2.57632 -3.59328 0.4 0.8 -5.1 0.2015
O 0.59313 -4.08562 -4.50318 -0.8 2.4 2.3 -0.4888
O 2.33249 -1.91176 -4.20171 -2.0 -3.7 1.1 -0.4832
H 7.94320 -3.08260 -0.26326 -2.1 1.5 0.0 0.3226
H 7.09253 -1.58606 -1.08828 -0.6 -1.8 1.7 0.2667
H 6.66699 -2.06906 0.76998 0.7 -0.6 -2.3 0.2823
H 5.65799 -4.46738 -0.11510 0.5 1.8 -1.2 0.3538
H 5.91926 -3.80361 -1.91781 -0.5 0.4 2.5 0.2431
H 4.18470 -2.11719 -1.71032 0.2 -1.1 2.2 0.1300
H 4.28702 -1.86963 0.15537 0.2 -1.8 -1.3 0.3308
H 3.46305 -4.80407 -0.55284 -1.4 2.3 -0.3 0.3761
H 2.35874 -3.59276 0.36601 0.7 -0.1 -2.1 -0.0441
H 2.12114 -1.05246 -1.48049 -2.0 -1.6 0.5 0.4139
H 1.19614 -1.68017 0.03723 -0.1 -0.6 -2.8 0.3590
H -0.47768 -0.13628 -0.46528 0.8 -1.2 -2.2 0.3376
H -1.07273 -1.14410 -1.93848 2.0 0.9 0.7 0.2385
H 1.07940 0.31024 -3.30603 -1.6 0.7 1.8 0.1999
H 1.14783 1.26031 -1.68025 -2.0 -0.8 -1.7 0.2802
H -1.05578 1.08999 -3.73970 0.8 1.0 1.9 0.2706
H -0.82709 -3.90710 -2.31927 1.8 0.3 1.9 0.3048
H 0.47014 -5.01927 -1.52493 -0.9 2.6 0.1 0.2827
H -1.81854 -4.24504 -0.17967 2.5 1.0 0.2 0.4750
H -0.92298 -2.68812 0.35672 0.5 -1.9 -1.0 0.2079
H -0.35415 -4.12883 3.17226 1.3 0.3 -0.7 0.3353
H 0.26663 -2.88725 2.18660 -0.2 -1.2 0.6 0.3086
H -0.42081 -4.17292 -4.55836 2.1 0.1 -0.1 0.3836
H 2.91022 -2.67559 -4.54544 -0.9 1.5 0.7 0.3306
C -1.93605 4.49251 -2.07015 0.3 0.1 0.4 -0.8597
C -2.94782 4.73739 -2.90506 -0.5 -1.7 -0.5 0.3455
C -3.39361 6.12874 -3.19322 -0.6 0.9 -0.5 0.7881
O -4.31390 6.32341 -3.97947 0.7 -0.5 0.6 -0.6002
C -2.70152 7.23039 -2.50621 -0.3 -0.2 -0.2 -0.8535
C -1.69205 6.98509 -1.66869 0.6 1.8 0.7 0.2860
C -1.22864 5.59574 -1.40207 0.2 -0.8 0.1 0.8728
O -0.28612 5.40305 -0.64135 -0.7 0.4 -0.5 -0.5361
O -1.03899 8.01552 -1.01760 -0.4 -2.0 -0.5 -0.5807
O -3.61923 3.70543 -3.53465 0.4 1.8 0.5 -0.5673
H -1.60022 3.48625 -1.85337 0.0 0.1 -0.1 0.4893
H -3.04721 8.23554 -2.71095 0.0 -0.1 0.0 0.4229
H -0.34818 7.58204 -0.47046 -0.2 0.2 -0.2 0.3233
H -4.30601 4.13931 -4.08635 0.3 -0.1 0.2 0.3534
C -5.49606 -3.88553 1.42444 -0.1 0.0 -0.1 -0.7242
C -4.21882 -3.79446 1.80004 0.4 -1.2 -0.7 0.4015
C -3.74861 -2.69047 2.68194 0.0 0.7 0.6 0.9363
O -2.57277 -2.64376 3.02576 -0.2 -0.3 -0.4 -0.5958
C -4.73166 -1.68176 3.10705 0.7 -0.2 0.0 -0.9633
C -6.00812 -1.77109 2.72850 -1.1 1.7 0.9 0.3308
C -6.48349 -2.89015 1.86952 -1.1 -0.5 -0.6 0.8552
O -7.66661 -2.95547 1.55309 1.1 0.3 0.4 -0.5736
O -6.93670 -0.82506 3.12216 0.9 -1.9 -1.0 -0.5476
O -3.28444 -4.72483 1.38354 -0.5 1.4 0.8 -0.6114
H -5.85191 -4.68396 0.78553 0.0 0.0 0.1 0.4576
H -4.37292 -0.87489 3.73316 0.0 -0.1 0.0 0.4385
H -7.78651 -1.11123 2.72161 0.3 0.1 0.2 0.3549
H -2.43600 -4.44197 1.78903 -0.6 -0.2 0.1 0.1431
C 2.94568 5.59448 3.04489 -0.2 0.0 -0.3 -0.9104
C 2.91942 5.15005 4.30287 1.5 0.9 0.9 0.3232
C 1.89025 4.17439 4.75733 -0.6 -0.6 0.7 0.9197
O 1.90297 3.76967 5.91450 0.2 0.4 -0.8 -0.6041
C 0.88075 3.73317 3.78223 0.2 0.0 0.4 -0.8093
C 0.90511 4.18038 2.52523 -1.6 -0.9 -0.8 0.3431
C 1.95063 5.13447 2.06400 0.7 0.8 -0.7 0.8945
O 1.95802 5.51349 0.89762 0.0 -0.5 1.0 -0.5633
O -0.04219 3.77193 1.60437 1.8 0.8 0.9 -0.4792
O 3.84980 5.57994 5.23115 -1.6 -1.1 -0.7 -0.5591
H 3.68943 6.30199 2.70052 0.0 0.0 0.0 0.4307
H 0.12785 3.03771 4.13039 0.0 0.1 0.0 0.4482
H 0.19051 4.23272 0.76889 -0.3 0.0 0.0 0.3072
H 3.62068 5.11452 6.06492 0.1 0.2 -0.3 0.3499

=====

80
Properties=species:S:1:pos:R:3:forces:R:3:mulliken_charge:R:1 method="wB97M-V/def2-TZVPD" relative_energy_kj_mol=0.0 charge=+1 total_energy_ha=-6894.9478 largest_force_ha_per_bohr=0.03192
Ta 13.53791 10.93276 10.08592 0.4 -1.1 -0.1 1.5533
S 10.96088 18.01549 9.73361 0.5 -1.3 -0.1 -0.1543
C 11.57137 16.47118 9.76835 -0.3 0.8 -0.6 0.0836
S 11.80532 15.42696 8.35085 -0.2 0.3 0.3 -0.0505
C 12.30965 13.99110 9.21935 0.1 0.1 0.0 0.4171
C 12.47269 14.14990 10.54220 0.2 -0.3 0.3 0.3362
S 12.93589 12.79793 11.55585 -0.1 0.8 -0.3 -0.4991
S 12.09310 15.71235 11.22177 0.1 -0.2 0.4 -0.0796
S 12.48058 12.43598 8.45606 -0.2 0.4 -0.2 -0.5527
Br 6.69080 9.15787 13.14647 0.0 0.1 -0.4 -0.1384
C 8.45724 9.43290 12.54814 0.5 0.4 0.3 -0.0979
C 9.41606 8.51721 12.93975 -1.2 -0.8 0.0 -0.7855
C 10.73129 8.76658 12.69611 1.6 -0.3 0.3 -0.1796
C 11.13755 9.92999 12.08872 0.3 0.7 -0.1 -0.4983
C 10.18625 10.84818 11.63372 1.0 0.0 -0.1 -0.0986
C 8.86990 10.59636 11.88357 -1.2 -0.5 0.2 -0.7625
N 12.56844 10.19550 12.00885 -0.7 -0.2 0.0 0.3072
C 13.21833 10.08710 13.09644 1.0 0.3 -1.0 -0.4570
C 14.67294 10.32231 13.03430 -0.3 -0.1 0.1 0.4331
C 15.45725 9.99860 14.12160 0.1 -0.5 -0.3 -1.0203
C 16.83159 10.08942 13.99570 0.3 0.4 -0.5 -0.7487
C 17.34577 10.54784 12.78760 -0.4 -0.1 0.5 -0.9955
C 16.48650 10.86764 11.75433 0.1 -0.1 -0.4 -0.1438
N 15.16449 10.76497 11.85974 -0.5 0.0 0.4 0.4330
H 9.12981 7.56899 13.39136 0.0 0.3 0.1 0.4570
H 11.49813 8.06134 13.02828 -0.3 0.1 -0.2 0.5132
H 10.45950 11.76188 11.11058 0.0 -0.3 0.2 0.2191
H 8.14762 11.32058 11.55823 -0.3 0.1 0.0 0.5189
H 12.72605 9.84974 14.01618 -0.1 -0.2 0.5 0.8056
H 14.98736 9.52192 14.96403 0.0 0.2 0.4 0.5240
H 17.51495 9.82581 14.78575 -0.1 -0.1 0.2 0.4495
H 18.40000 10.63991 12.62118 0.4 0.0 0.0 0.5226
H 16.88994 11.15613 10.78244 -0.3 0.0 0.4 0.4750
C 17.02216 15.27301 6.65941 -0.4 -0.1 0.6 -1.0939
C 17.54202 14.39841 7.81632 -0.2 -0.1 -0.6 -0.7076
N 16.73463 13.16921 8.00772 0.3 0.0 -0.5 0.3592
C 16.77969 12.18603 6.90998 -0.6 0.2 -0.4 -1.1857
C 15.50692 12.16410 6.02664 0.2 0.0 0.3 -0.3978
C 16.00835 12.91989 9.09963 0.9 0.7 -0.2 1.2713
C 16.01646 13.95185 10.17128 -1.3 0.3 0.6 -1.8432
N 15.40156 11.77772 9.26254 -0.6 -0.8 -0.7 0.4153
H 17.68934 16.12471 6.51913 0.0 -0.1 0.0 0.4292
H 16.01222 15.65093 6.88778 0.3 -0.1 -0.1 0.2702
H 16.96989 14.70412 5.72934 0.1 0.1 0.1 0.2789
H 17.57392 14.95109 8.74634 0.0 0.1 0.0 0.3917
H 18.56769 14.10646 7.58422 0.0 -0.2 0.1 0.3853
H 16.97005 11.19162 7.31537 0.1 0.0 0.1 0.4613
H 17.62525 12.42540 6.27285 0.2 0.1 0.1 0.4896
H 14.59252 12.10639 6.62293 0.1 0.0 0.0 -0.1163
H 15.53706 11.26918 5.39729 0.0 0.2 -0.1 0.3377
H 15.44773 13.06627 5.40508 0.0 -0.3 0.1 0.3577
H 15.66271 14.92815 9.78840 0.0 -0.5 0.2 0.5106
H 16.99740 14.12073 10.58241 0.5 -0.1 0.1 0.5526
H 15.36124 13.60308 10.99041 0.3 0.4 -0.4 -0.0848
H 15.50416 11.17908 8.42962 0.0 0.5 0.5 -0.4768
O 14.08542 9.88090 8.03247 0.2 -0.3 0.2 -0.6667
C 14.50946 8.85624 8.64477 -0.1 0.8 0.7 0.1434
C 14.82037 7.50095 8.09480 -0.2 0.4 0.2 -0.7113
C 15.06712 6.69575 9.37486 0.0 0.1 0.3 -0.6245
C 14.89219 7.69196 10.53237 0.3 0.7 0.2 -0.0180
O 14.98185 7.46518 11.71217 -0.1 0.2 -0.6 -0.5931
N 14.66709 8.99912 9.97142 -0.3 -0.9 -0.7 0.4416
H 15.69853 7.61337 7.45257 -0.1 -0.3 -0.1 0.3758
H 13.95238 7.17949 7.50526 0.4 -0.1 0.1 0.3015
H 16.06383 6.24673 9.44944 -0.2 0.1 -0.1 0.4045
H 14.32132 5.91548 9.51433 0.1 -0.1 0.0 0.2536
Cl 6.36102 7.71317 6.74212 0.0 0.0 0.2 -0.1955
C 7.78720 8.00796 7.67998 0.2 -0.9 0.2 0.4293
C 8.47147 9.18117 7.49126 0.0 0.9 -0.1 -0.9675
C 9.67600 9.39900 8.13223 0.4 -0.3 0.4 -0.0582
C 10.22478 8.39200 8.93945 -1.0 0.2 -0.4 0.2389
C 9.49209 7.21535 9.17547 0.4 0.5 -0.3 -0.2820
C 8.27626 7.02011 8.55220 -0.4 0.1 -0.5 -0.8493
C 11.55198 8.57931 9.52960 0.4 0.1 0.4 0.4376
O 12.22387 7.69771 10.01562 -0.1 -0.6 0.0 -0.6366
O 11.97739 9.83881 9.51334 0.2 0.5 0.0 0.4387
H 8.05127 9.95844 6.86386 0.0 -0.1 -0.1 0.4314
H 10.20784 10.34408 8.01482 -0.1 -0.3 -0.1 0.3483
H 9.92886 6.47995 9.82972 0.0 -0.2 0.1 0.5317
H 7.69913 6.10588 8.67013 0.2 0.2 0.1 0.4361

=====

13
Properties=species:S:1:pos:R:3:forces:R:3:mulliken_charge:R:1 method="wB97M-V/def2-TZVPD" relative_energy_kj_mol=491.7 charge=0 total_energy_ha=-800.1923 largest_force_ha_per_bohr=0.15633 smiles="C=N/N=C(/C=O)CCl"
C 2.50250 0.14806 -0.58879 -3.6 -1.5 3.3 -0.2871
N 1.52919 0.01875 0.47499 4.8 -0.8 -6.4 -0.3780
N 0.52722 -0.78380 0.04013 -0.8 1.2 -1.0 -0.2180
C -0.61570 -0.19722 -0.13570 1.2 -3.5 2.6 0.3991
C -1.65009 -1.32289 -0.25541 0.3 -0.7 -0.5 -0.0817
O -2.80436 -1.03580 -0.33865 -0.8 -0.4 0.1 -0.4365
C -0.92229 0.98011 0.71149 -2.6 1.3 -1.3 -0.2887
Cl -1.03443 2.50903 -0.33340 0.0 -0.5 0.5 -0.2179
H 3.37323 0.43005 -0.03234 0.8 0.9 -0.8 0.3122
H 2.51145 -0.24120 -1.78065 -0.5 1.0 3.8 0.2417
H -1.28744 -2.47888 -0.20348 -0.3 2.6 -0.2 0.3024
H -2.03828 0.75554 1.03486 2.5 0.9 0.1 0.2859
H -0.09099 1.21826 1.40694 -1.0 -0.5 -0.1 0.3666